Entry from the Open Molecules 2025 dataset: 15 unconnected molecules or ions with the total composition C58H98N10O34 (ωB97M-V/def2-TZVPD).

E_HOMO: -0.32047 Eh
lowest unoccupied orbital energy: -2.02 eV
energy: -146224.410 eV

Last column: Mulliken charge in e.
Element x y z (Å)
C: -2.774 -7.824 -6.029  -0.72
N: -2.321 -7.284 -4.719  0.82
O: -2.766 -6.201 -4.376  -0.50
O: -1.405 -7.838 -4.201  -0.49
H: -3.807 -7.654 -6.332  0.30
H: -2.920 -8.903 -5.974  0.30
H: -2.113 -7.570 -6.858  0.28
C: 6.203 3.265 6.468  -0.68
N: 7.092 2.976 7.566  0.85
O: 6.625 2.300 8.481  -0.50
O: 8.246 3.381 7.394  -0.50
H: 6.436 2.627 5.616  0.25
H: 6.370 4.317 6.234  0.28
H: 5.152 3.143 6.732  0.30
C: 2.382 -4.046 7.551  -0.67
N: 2.322 -2.708 6.877  0.74
O: 1.331 -1.952 7.039  -0.47
O: 3.236 -2.281 6.148  -0.46
H: 1.905 -3.887 8.518  0.30
H: 3.420 -4.346 7.696  0.30
H: 1.925 -4.853 6.978  0.27
C: 5.192 -2.503 -4.042  -0.72
N: 5.982 -3.017 -5.150  0.86
O: 5.663 -2.677 -6.268  -0.50
O: 6.959 -3.779 -4.966  -0.53
H: 5.386 -3.069 -3.131  0.34
H: 4.127 -2.455 -4.272  0.28
H: 5.706 -1.589 -3.746  0.27
C: -8.436 -2.669 -10.106  -1.28
C: -7.301 -1.647 -10.106  0.58
C: -6.370 -1.642 -8.893  -0.90
O: -6.867 -1.326 -7.656  -0.35
C: -6.567 -2.171 -6.503  -0.72
N: -6.552 -1.806 -11.320  -0.77
H: -8.842 -3.029 -9.160  0.30
H: -7.940 -3.525 -10.562  0.31
H: -9.305 -2.492 -10.740  0.33
H: -7.675 -0.625 -10.040  0.30
H: -5.486 -1.061 -9.156  0.38
H: -5.883 -2.612 -8.799  0.36
H: -6.826 -3.217 -6.667  0.33
H: -7.040 -1.857 -5.572  0.26
H: -5.489 -2.215 -6.346  0.32
H: -7.231 -1.511 -12.007  0.30
H: -6.529 -2.799 -11.504  0.27
C: -6.687 -7.327 -0.817  -1.34
C: -6.183 -6.947 0.581  0.81
C: -7.139 -6.097 1.459  -0.80
O: -7.105 -4.746 0.998  -0.33
C: -8.169 -3.876 1.439  -0.79
N: -5.865 -8.133 1.337  -0.74
H: -5.829 -7.639 -1.412  0.31
H: -7.156 -6.480 -1.317  0.29
H: -7.389 -8.153 -0.697  0.37
H: -5.165 -6.559 0.540  0.22
H: -7.034 -6.312 2.522  0.36
H: -8.170 -6.441 1.541  0.36
H: -8.667 -4.208 2.350  0.33
H: -8.907 -3.994 0.646  0.31
H: -7.978 -2.832 1.686  0.26
H: -5.558 -7.881 2.266  0.18
H: -5.305 -8.890 0.972  0.19
C: 1.985 6.689 4.646  -1.22
C: 0.559 7.138 4.919  0.45
C: 0.124 6.905 6.402  -0.82
O: 0.400 5.520 6.763  -0.33
C: -0.380 4.529 6.014  -0.74
N: 0.462 8.557 4.543  -0.76
H: 2.099 5.605 4.629  0.28
H: 2.767 7.024 5.327  0.30
H: 2.379 7.000 3.678  0.37
H: -0.166 6.539 4.367  0.27
H: -0.914 7.201 6.553  0.37
H: 0.749 7.625 6.931  0.41
H: -1.447 4.739 6.079  0.33
H: -0.207 3.471 6.216  0.29
H: -0.230 4.651 4.942  0.26
H: -0.529 8.704 4.669  0.29
H: 0.616 8.543 3.545  0.26
C: 4.120 3.130 -7.235  -1.46
C: 3.687 1.705 -7.132  0.63
C: 2.111 1.415 -7.031  -0.77
O: 1.650 0.129 -7.079  -0.27
C: 0.323 -0.043 -7.012  -0.76
N: 4.305 1.033 -8.253  -0.78
H: 3.780 3.561 -8.176  0.38
H: 5.173 3.339 -7.044  0.41
H: 3.569 3.654 -6.454  0.34
H: 4.140 1.187 -6.287  0.19
H: 1.472 1.939 -7.741  0.39
H: 1.875 1.784 -6.033  0.30
H: 0.120 -1.101 -7.179  0.24
H: -0.159 0.501 -7.825  0.34
H: -0.136 0.283 -6.079  0.30
H: 5.287 1.269 -8.273  0.27
H: 4.328 0.063 -7.973  0.27
C: -0.242 -8.223 3.288  -1.25
C: 0.086 -9.689 2.975  0.29
C: 0.984 -9.966 1.718  -0.68
O: 2.266 -9.375 1.821  -0.23
C: 2.966 -9.590 0.613  -0.73
N: 0.762 -10.323 4.128  -0.70
H: 0.629 -7.722 3.709  0.24
H: -1.100 -8.134 3.954  0.36
H: -0.451 -7.804 2.303  0.31
H: -0.868 -10.188 2.803  0.37
H: 0.547 -9.526 0.822  0.38
H: 0.974 -11.056 1.715  0.29
H: 3.296 -10.612 0.428  0.30
H: 3.860 -8.966 0.639  0.22
H: 2.373 -9.243 -0.233  0.31
H: 1.696 -9.952 4.230  0.27
H: 0.858 -11.328 4.153  0.25
C: -0.136 -0.619 -0.999  -1.29
C: 0.484 -1.023 0.355  0.56
C: 1.343 0.144 1.034  -0.74
O: 2.427 0.462 0.196  -0.22
C: 3.038 1.746 0.381  -0.79
N: -0.582 -1.356 1.256  -0.74
H: -0.849 -1.379 -1.317  0.38
H: 0.648 -0.639 -1.756  0.31
H: -0.522 0.395 -1.100  0.27
H: 1.099 -1.918 0.266  0.24
H: 1.773 -0.279 1.942  0.27
H: 0.814 1.024 1.399  0.39
H: 3.425 1.715 1.400  0.32
H: 2.339 2.571 0.240  0.30
H: 3.934 1.760 -0.239  0.23
H: -1.133 -2.043 0.761  0.24
H: -0.279 -1.904 2.049  0.25
C: 7.417 -4.305 4.517  -0.82
C: 6.347 -4.652 3.698  0.37
C: 5.916 -3.873 2.528  0.96
O: 5.018 -4.267 1.754  -0.66
C: 6.746 -2.622 2.366  -1.05
C: 7.663 -2.206 3.307  0.53
C: 8.170 -3.076 4.417  0.79
O: 8.992 -2.765 5.226  -0.57
O: 8.212 -0.940 3.282  -0.54
O: 5.587 -5.762 3.976  -0.49
H: 7.625 -4.839 5.433  0.40
H: 6.411 -1.970 1.573  0.43
H: 8.871 -0.948 3.980  0.35
H: 5.144 -5.999 3.158  0.31
C: 8.213 10.373 -2.209  -0.72
C: 7.394 9.999 -3.209  0.45
C: 6.521 8.786 -3.188  0.65
O: 5.729 8.433 -4.081  -0.64
C: 6.842 7.900 -2.084  -0.69
C: 7.707 8.259 -1.043  0.29
C: 8.340 9.596 -0.988  0.73
O: 8.923 10.084 -0.040  -0.58
O: 7.760 7.455 0.078  -0.50
O: 7.136 10.819 -4.208  -0.52
H: 8.790 11.272 -2.369  0.42
H: 6.303 6.973 -1.962  0.42
H: 8.463 7.846 0.602  0.33
H: 6.538 10.457 -4.866  0.34
C: -7.131 3.788 0.436  -0.70
C: -5.944 3.340 0.800  0.37
C: -4.780 4.318 0.976  0.64
O: -3.637 3.993 1.389  -0.65
C: -5.192 5.704 0.771  -0.79
C: -6.411 6.146 0.549  0.50
C: -7.520 5.196 0.421  0.75
O: -8.693 5.448 0.246  -0.58
O: -6.655 7.433 0.507  -0.52
O: -5.506 2.026 0.795  -0.51
H: -7.887 3.056 0.192  0.41
H: -4.416 6.455 0.802  0.41
H: -7.552 7.544 0.182  0.33
H: -4.617 1.982 1.155  0.34
C: -3.767 -0.611 8.795  -0.76
C: -3.872 -1.171 7.585  0.37
C: -3.807 -2.673 7.362  0.85
O: -3.918 -3.194 6.203  -0.65
C: -3.497 -3.440 8.574  -0.82
C: -3.452 -2.846 9.812  0.72
C: -3.670 -1.342 10.043  0.37
O: -3.876 -0.853 11.153  -0.57
O: -3.001 -3.511 10.862  -0.48
O: -3.921 -0.454 6.389  -0.51
H: -3.665 0.462 8.857  0.41
H: -3.059 -4.419 8.447  0.38
H: -2.846 -2.927 11.608  0.34
H: -4.089 -1.095 5.694  0.34
C: 0.070 8.183 -2.548  -0.88
C: -0.467 7.763 -3.728  0.48
C: -0.452 8.537 -4.997  0.66
O: -0.729 8.023 -6.066  -0.60
C: -0.270 9.980 -4.657  -0.84
C: 0.185 10.440 -3.493  0.51
C: 0.454 9.602 -2.320  0.82
O: 1.097 10.045 -1.335  -0.65
O: 0.382 11.811 -3.333  -0.52
O: -1.026 6.523 -3.873  -0.53
H: 0.119 7.510 -1.705  0.44
H: -0.569 10.658 -5.443  0.40
H: 0.813 11.999 -2.496  0.34
H: -1.281 6.445 -4.795  0.37

---

Entry from the Open Molecules 2025 dataset: 7 unconnected molecules or ions with the total composition C14H28Br14 (ωB97M-V/def2-TZVPD).

E_HOMO: -0.37205 Eh
lowest unoccupied orbital energy: 0.17 eV
energy above the lowest of the compared OMol25 structures with the same formula, charge and spin: 1.140 eV
SMILES: BrCCBr.BrCCBr.BrCCBr.BrCCBr.BrCCBr.BrCCBr.BrCCBr
energy: -995567.408 eV

Last column: Mulliken charge in e.
Element x y z (Å)
Br: 5.151 1.148 0.598  -0.16
C: 4.511 2.381 1.970  -0.58
C: 3.027 2.604 1.801  -0.60
Br: 2.482 3.528 0.210  -0.09
H: 4.974 3.368 1.954  0.40
H: 4.668 1.836 2.855  0.39
H: 2.771 3.269 2.653  0.39
H: 2.467 1.691 1.921  0.25
Br: -6.178 -3.512 0.610  -0.18
C: -4.829 -2.126 0.228  -0.60
C: -4.508 -2.097 -1.225  -0.34
Br: -3.195 -0.666 -1.416  -0.09
H: -3.950 -2.505 0.789  0.22
H: -5.105 -1.143 0.529  0.48
H: -5.344 -1.866 -1.849  0.43
H: -3.998 -3.017 -1.542  0.09
Br: -3.191 3.777 2.472  -0.15
C: -1.832 3.062 3.641  -0.33
C: -2.021 3.671 5.021  -0.63
Br: -0.731 2.955 6.260  -0.18
H: -0.862 3.313 3.201  0.20
H: -1.906 1.983 3.635  0.26
H: -2.961 3.345 5.417  0.38
H: -1.958 4.746 4.910  0.41
Br: 5.184 2.439 -3.315  -0.16
C: 3.813 0.961 -3.174  -0.55
C: 4.587 -0.455 -3.098  -0.49
Br: 3.270 -1.778 -3.678  -0.18
H: 3.275 0.974 -4.134  0.46
H: 3.074 1.206 -2.372  0.19
H: 5.022 -0.813 -2.164  0.28
H: 5.332 -0.447 -3.869  0.41
Br: -2.219 -7.796 -3.313  -0.15
C: -1.616 -6.825 -1.741  -0.56
C: -1.454 -5.337 -2.053  -0.66
Br: -1.402 -4.241 -0.413  -0.13
H: -0.673 -7.307 -1.464  0.34
H: -2.246 -6.982 -0.901  0.38
H: -2.311 -4.957 -2.551  0.37
H: -0.534 -5.041 -2.514  0.41
Br: -0.222 0.073 2.057  -0.07
C: 0.297 -1.306 0.830  -0.44
C: 1.776 -1.301 0.629  -0.37
Br: 2.710 -2.061 2.173  -0.12
H: -0.298 -1.202 -0.098  0.15
H: -0.061 -2.260 1.199  0.35
H: 2.081 -0.303 0.305  0.14
H: 2.027 -1.918 -0.270  0.36
Br: -1.804 5.387 -0.833  -0.15
C: -1.296 3.499 -0.770  -0.55
C: -0.369 3.248 -1.963  -0.63
Br: -0.099 1.362 -1.837  -0.14
H: -2.139 2.806 -0.772  0.42
H: -0.833 3.323 0.216  0.16
H: 0.556 3.839 -1.910  0.35
H: -0.907 3.469 -2.844  0.55

---

Repeat the second record exactly.
Entry from the Open Molecules 2025 dataset: 7 unconnected molecules or ions with the total composition C14H28Br14 (ωB97M-V/def2-TZVPD).

E_HOMO: -0.37205 Eh
lowest unoccupied orbital energy: 0.17 eV
energy above the lowest of the compared OMol25 structures with the same formula, charge and spin: 1.140 eV
SMILES: BrCCBr.BrCCBr.BrCCBr.BrCCBr.BrCCBr.BrCCBr.BrCCBr
energy: -995567.408 eV

Last column: Mulliken charge in e.
Element x y z (Å)
Br: 5.151 1.148 0.598  -0.16
C: 4.511 2.381 1.970  -0.58
C: 3.027 2.604 1.801  -0.60
Br: 2.482 3.528 0.210  -0.09
H: 4.974 3.368 1.954  0.40
H: 4.668 1.836 2.855  0.39
H: 2.771 3.269 2.653  0.39
H: 2.467 1.691 1.921  0.25
Br: -6.178 -3.512 0.610  -0.18
C: -4.829 -2.126 0.228  -0.60
C: -4.508 -2.097 -1.225  -0.34
Br: -3.195 -0.666 -1.416  -0.09
H: -3.950 -2.505 0.789  0.22
H: -5.105 -1.143 0.529  0.48
H: -5.344 -1.866 -1.849  0.43
H: -3.998 -3.017 -1.542  0.09
Br: -3.191 3.777 2.472  -0.15
C: -1.832 3.062 3.641  -0.33
C: -2.021 3.671 5.021  -0.63
Br: -0.731 2.955 6.260  -0.18
H: -0.862 3.313 3.201  0.20
H: -1.906 1.983 3.635  0.26
H: -2.961 3.345 5.417  0.38
H: -1.958 4.746 4.910  0.41
Br: 5.184 2.439 -3.315  -0.16
C: 3.813 0.961 -3.174  -0.55
C: 4.587 -0.455 -3.098  -0.49
Br: 3.270 -1.778 -3.678  -0.18
H: 3.275 0.974 -4.134  0.46
H: 3.074 1.206 -2.372  0.19
H: 5.022 -0.813 -2.164  0.28
H: 5.332 -0.447 -3.869  0.41
Br: -2.219 -7.796 -3.313  -0.15
C: -1.616 -6.825 -1.741  -0.56
C: -1.454 -5.337 -2.053  -0.66
Br: -1.402 -4.241 -0.413  -0.13
H: -0.673 -7.307 -1.464  0.34
H: -2.246 -6.982 -0.901  0.38
H: -2.311 -4.957 -2.551  0.37
H: -0.534 -5.041 -2.514  0.41
Br: -0.222 0.073 2.057  -0.07
C: 0.297 -1.306 0.830  -0.44
C: 1.776 -1.301 0.629  -0.37
Br: 2.710 -2.061 2.173  -0.12
H: -0.298 -1.202 -0.098  0.15
H: -0.061 -2.260 1.199  0.35
H: 2.081 -0.303 0.305  0.14
H: 2.027 -1.918 -0.270  0.36
Br: -1.804 5.387 -0.833  -0.15
C: -1.296 3.499 -0.770  -0.55
C: -0.369 3.248 -1.963  -0.63
Br: -0.099 1.362 -1.837  -0.14
H: -2.139 2.806 -0.772  0.42
H: -0.833 3.323 0.216  0.16
H: 0.556 3.839 -1.910  0.35
H: -0.907 3.469 -2.844  0.55

---

What is the energy in the second record?
-995567.408 eV